Computed, not measured: 12 unconnected molecules or ions with the total composition C30H89N13O12, with ωB97M-V/def2-TZVPD.

Computed properties:
Structure (SMILES) ... COC[C@H](C)N.COC[C@H](C)N.COC[C@H](C)N.COC[C@H](C)N.COC[C@H](C)N.NC(N)=O.NC(N)=O.NC(N)=O.NC(N)=O.CCO.CCO.CCO
E_HOMO ... -8.9809 eV
Relative energy (zero: lowest compared OMol25 entry of this formula, charge and spin) ... 50.3 kcal per mole
Multiplicity ... 1
Molar mass ... 824.1 u

Last column: Löwdin charge in e.
Cartesian coordinates (Å):
C1 2.666 23.458 16.938  -0.1017
O1 1.490 23.616 17.735  -0.1780
C2 1.618 22.948 18.968  -0.2380
C3 0.320 23.013 19.762  -0.4214
C4 0.514 22.749 21.235  -0.0597
N1 -0.714 22.149 19.147  0.0522
H1 2.513 24.110 16.079  0.0881
H2 2.887 22.444 16.603  0.0853
H3 3.558 23.807 17.459  0.0817
H4 1.904 21.906 18.823  0.1275
H5 2.389 23.465 19.538  0.1101
H6 0.039 24.065 19.727  0.1375
H7 1.183 23.486 21.680  0.0501
H8 0.979 21.787 21.450  0.0635
H9 -0.419 22.835 21.791  0.0803
H10 -0.368 21.224 18.935  0.0660
H11 -0.920 22.598 18.267  0.0635
C5 4.704 27.584 23.368  -0.1350
O2 3.411 27.442 22.865  -0.2269
C6 3.335 26.180 22.143  -0.1285
C7 1.949 26.131 21.393  -0.3504
C8 1.568 27.300 20.441  -0.0520
N2 0.830 26.094 22.419  0.0714
H12 4.781 27.046 24.313  0.0802
H13 4.971 28.615 23.598  0.0935
H14 5.489 27.157 22.745  0.0859
H15 4.150 26.182 21.419  0.1189
H16 3.451 25.360 22.852  0.1220
H17 1.935 25.228 20.784  0.0842
H18 1.608 28.271 20.934  0.0613
H19 0.606 27.313 19.928  0.0789
H20 2.318 27.274 19.651  0.0745
H21 0.681 27.081 22.574  0.0159
H22 1.312 25.782 23.250  0.0243
C9 -3.140 23.505 28.527  -0.1143
O3 -3.388 23.042 27.206  -0.1882
C10 -2.876 23.971 26.215  -0.1579
C11 -3.312 23.237 24.899  -0.4167
C12 -2.648 21.867 24.588  -0.0348
N3 -3.406 24.092 23.725  0.0148
H23 -3.784 22.929 29.191  0.0920
H24 -3.578 24.495 28.661  0.0827
H25 -2.104 23.577 28.857  0.0612
H26 -3.270 24.986 26.266  0.1162
H27 -1.787 24.032 26.202  0.1005
H28 -4.378 23.076 25.062  0.1231
H29 -3.090 21.424 23.697  0.0754
H30 -2.896 21.140 25.362  0.0740
H31 -1.562 21.936 24.522  0.0510
H32 -3.760 23.583 22.928  0.0646
H33 -4.100 24.820 23.811  0.0636
C13 4.184 19.910 29.589  -0.0864
O4 3.051 20.398 28.900  -0.2236
C14 2.033 20.799 29.756  -0.2033
C15 0.709 20.843 28.934  -0.4025
C16 0.678 21.779 27.773  -0.0329
N4 -0.283 21.398 29.807  0.0315
H34 4.031 18.854 29.809  0.0980
H35 4.283 20.553 30.464  0.0909
H36 5.081 19.960 28.971  0.0738
H37 1.892 20.076 30.560  0.1294
H38 2.225 21.784 30.181  0.1168
H39 0.605 19.765 28.812  0.1438
H40 1.080 21.398 26.834  0.0654
H41 1.154 22.738 27.976  0.0580
H42 -0.313 22.100 27.453  0.0761
H43 -0.570 20.669 30.445  0.0917
H44 -1.111 21.643 29.283  0.0556
C17 -1.971 28.368 24.052  -0.0915
O5 -0.736 28.665 24.624  -0.2360
C18 0.130 29.491 23.880  -0.1436
C19 1.444 29.886 24.740  -0.3883
C20 2.501 30.656 23.852  -0.0438
N5 2.120 28.768 25.274  0.0590
H45 -1.897 27.830 23.107  0.0973
H46 -2.584 29.266 23.978  0.0960
H47 -2.474 27.708 24.760  0.0856
H48 0.405 28.837 23.052  0.0925
H49 -0.228 30.427 23.453  0.1236
H50 1.194 30.493 25.610  0.1302
H51 2.776 30.023 23.009  0.0596
H52 3.371 30.889 24.466  0.0778
H53 1.997 31.548 23.480  0.0672
H54 1.389 28.148 25.592  0.0363
H55 2.600 28.232 24.565  0.0397
N6 6.173 22.914 28.757  0.1747
C21 5.372 23.532 27.886  -0.7013
N7 5.079 22.676 26.929  0.1803
O6 4.767 24.585 28.010  -0.0030
H56 6.380 23.278 29.676  0.1202
H57 6.487 21.985 28.514  0.0983
H58 4.330 22.872 26.281  0.0626
H59 5.566 21.791 26.919  0.0997
N8 0.476 24.260 30.717  0.1661
C22 1.556 25.011 30.373  -0.8143
N9 2.283 24.582 29.382  0.1975
O7 1.727 26.038 30.881  0.0721
H60 0.328 23.444 30.139  0.0287
H61 -0.319 24.719 31.140  0.1053
H62 3.161 24.985 29.086  0.0839
H63 1.948 23.736 28.943  0.0526
N10 0.981 24.242 24.889  0.1810
C23 2.169 23.882 25.362  -0.8035
N11 2.564 24.756 26.183  0.2267
O8 2.674 22.819 25.168  0.0342
H64 0.439 23.706 24.226  0.1027
H65 0.592 25.043 25.365  0.0478
H66 1.937 25.498 26.457  0.1019
H67 3.491 24.661 26.572  0.0746
N12 5.034 18.534 24.809  0.1651
C24 4.504 18.638 26.007  -0.7640
N13 3.983 19.837 26.146  0.1755
O9 4.442 17.748 26.840  0.0238
H68 5.416 17.610 24.667  0.1193
H69 4.654 19.165 24.117  0.0804
H70 3.884 20.388 25.306  0.0806
H71 3.509 20.097 26.999  0.0778
C25 6.950 24.608 25.002  -0.0729
C26 7.309 26.030 25.488  -0.3709
O10 8.599 25.942 25.830  -0.0627
H72 5.891 24.389 24.863  0.0516
H73 7.365 23.843 25.658  0.0649
H74 7.481 24.548 24.052  0.0745
H75 6.736 26.290 26.378  0.1107
H76 7.286 26.801 24.718  0.1078
H77 8.609 25.605 26.728  0.0959
C27 0.333 27.528 28.203  -0.0509
C28 -0.507 26.495 27.375  -0.2917
O11 -0.023 26.515 26.077  -0.1297
H78 0.093 27.391 29.258  0.0654
H79 0.154 28.566 27.923  0.0711
H80 1.400 27.337 28.094  0.0711
H81 -1.570 26.734 27.363  0.1089
H82 -0.492 25.565 27.944  0.0945
H83 -0.542 27.147 25.575  0.0515
C29 0.980 19.715 24.384  -0.0619
C30 1.948 19.349 23.236  -0.2837
O12 3.007 20.286 23.084  -0.1128
H84 0.179 18.992 24.545  0.0776
H85 0.591 20.732 24.333  0.0502
H86 1.558 19.654 25.306  0.0474
H87 1.518 19.307 22.235  0.1004
H88 2.409 18.378 23.417  0.1072
H89 2.686 21.154 22.829  0.0630

---

Computed, not measured: 13 unconnected molecules or ions with the total composition C30H89N3O14PS12, with ωB97M-V/def2-TZVPD.

Computed properties:
E_HOMO ... -9.4273 eV
Multiplicity ... 1
Molar mass ... 1131.8 u
Net charge ... +1

Last column: Löwdin charge in e.
Cartesian coordinates (Å):
C1 1.293 2.259 2.069  -0.1096
C2 0.814 1.302 0.889  -0.1934
C3 1.499 1.625 -0.512  -0.2006
O1 0.673 2.407 -1.390  -0.1600
C4 0.707 3.798 -1.065  -0.2208
N1 -0.412 4.579 -1.595  0.0607
C5 -1.606 4.401 -0.833  -0.3345
N2 -2.294 5.465 -0.140  0.1273
N3 -2.167 3.219 -0.779  0.0053
P1 -3.664 2.908 0.175  0.9382
C6 -4.057 1.109 -0.225  -0.2735
O2 -3.280 3.051 1.817  -0.3270
H1 1.876 1.741 2.871  0.0785
H2 1.990 3.032 1.620  0.0616
H3 0.400 2.746 2.547  0.0559
H4 1.139 0.253 1.167  0.0937
H5 -0.305 1.251 0.783  0.0941
H6 2.504 2.115 -0.372  0.1315
H7 1.694 0.620 -0.992  0.0851
H8 1.650 4.215 -1.543  0.1536
H9 0.831 3.987 0.039  0.1308
H10 -0.546 4.485 -2.610  0.1035
H11 -2.333 6.286 -0.752  0.1124
H12 -1.852 5.671 0.755  0.1129
H13 -1.769 2.418 -1.282  0.1138
H14 -4.186 0.932 -1.329  0.0347
H15 -5.002 0.847 0.328  0.0561
H16 -3.193 0.474 0.137  0.0232
H17 -4.126 3.062 2.313  0.0070
C7 -0.784 -1.572 -0.126  -0.2727
S1 0.861 -2.226 -0.452  0.8959
O3 1.812 -1.067 -0.458  -0.5865
C8 0.542 -2.672 -2.169  -0.2472
H18 -0.812 -1.190 0.896  0.0109
H19 -1.003 -0.760 -0.823  0.0082
H20 -1.521 -2.369 -0.233  0.0664
H21 0.236 -1.787 -2.731  0.0286
H22 -0.238 -3.433 -2.211  0.0328
H23 1.460 -3.074 -2.597  0.0493
C9 -4.152 -1.136 4.175  -0.2506
S2 -3.229 -0.139 2.991  0.8060
O4 -2.115 -0.980 2.458  -0.5508
C10 -2.519 0.990 4.201  -0.2455
H24 -4.652 -1.939 3.633  0.0571
H25 -3.470 -1.563 4.912  0.0452
H26 -4.900 -0.514 4.671  0.0349
H27 -1.938 0.439 4.941  0.0743
H28 -3.319 1.554 4.676  0.0146
H29 -1.867 1.684 3.672  0.0321
C11 0.864 7.520 -3.490  -0.2767
S3 -0.444 6.706 -4.425  0.8072
O5 -0.011 5.291 -4.660  -0.5661
C12 -0.180 7.615 -5.959  -0.2572
H30 0.905 7.075 -2.496  0.0259
H31 1.823 7.380 -3.992  0.0647
H32 0.639 8.584 -3.399  0.0519
H33 0.843 7.467 -6.306  0.0627
H34 -0.371 8.675 -5.789  0.0594
H35 -0.876 7.237 -6.707  0.0543
C13 1.850 4.912 4.859  -0.2712
S4 1.003 3.880 6.072  0.8234
O6 0.027 3.028 5.329  -0.5672
C14 0.073 5.221 6.841  -0.2701
H36 2.468 4.269 4.233  0.0404
H37 1.119 5.432 4.238  0.0544
H38 2.486 5.633 5.376  0.0538
H39 -0.545 5.720 6.093  0.0557
H40 0.767 5.932 7.292  0.0542
H41 -0.565 4.796 7.615  0.0497
C15 -5.745 3.421 6.613  -0.2446
S5 -5.877 2.447 5.102  0.8148
O7 -5.334 3.265 3.976  -0.5543
C16 -7.676 2.491 5.020  -0.2504
H42 -4.689 3.554 6.845  0.0536
H43 -6.211 4.396 6.467  0.0633
H44 -6.232 2.888 7.431  0.0623
H45 -8.021 3.525 4.978  0.0634
H46 -8.092 1.990 5.895  0.0613
H47 -7.993 1.966 4.119  0.0542
C17 -2.188 -4.384 4.412  -0.2606
S6 -3.354 -4.704 5.752  0.7940
O8 -3.117 -3.674 6.808  -0.5630
C18 -2.583 -6.236 6.309  -0.2696
H48 -2.455 -3.440 3.938  0.0147
H49 -1.174 -4.315 4.810  0.0654
H50 -2.250 -5.187 3.676  0.0583
H51 -1.545 -6.050 6.588  0.0601
H52 -2.632 -6.979 5.511  0.0540
H53 -3.132 -6.601 7.176  0.0507
C19 -1.275 -6.831 -5.404  -0.2800
S7 -0.317 -5.498 -4.660  0.8303
O9 -0.898 -5.239 -3.304  -0.5696
C20 -0.917 -4.201 -5.762  -0.2883
H54 -1.084 -7.745 -4.844  0.0535
H55 -2.338 -6.590 -5.359  0.0570
H56 -0.962 -6.969 -6.436  0.0323
H57 -2.004 -4.133 -5.698  0.0583
H58 -0.613 -4.425 -6.785  0.0570
H59 -0.476 -3.253 -5.453  0.0185
C21 -3.466 -2.114 -2.787  -0.2258
S8 -2.309 -1.504 -4.031  0.9133
O10 -1.267 -2.552 -4.220  -0.6236
C22 -1.589 -0.211 -2.996  -0.2692
H60 -4.004 -2.963 -3.206  0.0613
H61 -2.920 -2.433 -1.897  0.0452
H62 -4.176 -1.325 -2.532  0.0436
H63 -1.163 -0.654 -2.094  -0.0193
H64 -2.359 0.518 -2.732  0.0358
H65 -0.800 0.286 -3.561  0.0730
C23 3.210 8.969 -0.680  -0.2630
S9 1.591 9.100 0.104  0.7836
O11 0.669 9.743 -0.879  -0.5622
C24 2.068 10.360 1.303  -0.2665
H66 3.139 8.253 -1.498  0.0353
H67 3.513 9.940 -1.072  0.0639
H68 3.940 8.613 0.049  0.0563
H69 2.443 11.243 0.784  0.0622
H70 2.836 9.958 1.967  0.0544
H71 1.189 10.628 1.888  0.0516
C25 5.932 -3.606 0.061  -0.2526
S10 4.600 -4.356 -0.896  0.8210
O12 5.135 -5.617 -1.499  -0.5637
C26 4.576 -3.104 -2.193  -0.2652
H72 6.146 -4.249 0.916  0.0450
H73 6.826 -3.512 -0.557  0.0624
H74 5.615 -2.625 0.417  0.0568
H75 5.556 -3.043 -2.669  0.0587
H76 4.303 -2.139 -1.762  0.0474
H77 3.830 -3.392 -2.934  0.0357
C27 2.751 -7.877 -8.554  -0.2672
S11 2.620 -7.693 -6.764  0.8404
O13 1.165 -7.649 -6.426  -0.5799
C28 3.238 -6.000 -6.703  -0.2659
H78 2.377 -8.863 -8.826  0.0506
H79 2.154 -7.111 -9.051  0.0574
H80 3.797 -7.792 -8.852  0.0532
H81 2.609 -5.352 -7.317  0.0564
H82 4.268 -5.976 -7.062  0.0536
H83 3.207 -5.661 -5.668  0.0439
C29 6.563 -7.461 0.374  -0.2721
S12 5.430 -7.821 1.729  0.8043
O14 5.682 -6.812 2.803  -0.5688
C30 6.227 -9.359 2.234  -0.2766
H84 6.276 -6.509 -0.072  -0.0112
H85 7.586 -7.392 0.752  0.0614
H86 6.492 -8.247 -0.379  0.0616
H87 7.269 -9.170 2.495  0.0557
H88 6.167 -10.083 1.421  0.0512
H89 5.700 -9.749 3.105  0.0467

---

Energy readings, ordered: -2811.06429 -7532.99858 a.u.
Strongest force on any atom readings, ordered: 6.850 3.282 eV/A